Entry 1:
{"formula": "C11H30N2OPSSbSe4SiV", "method": "ωB97M-V with the def2-TZVPD basis set", "e_homo_ev": [-11.022, -11.022], "total_energy_ev": -338532.6886, "gap_ev": [6.14, 6.14], "molar_mass_g_mol": 786.0, "charge": 1, "elements": ["V", "Se", "Sb", "Se", "Se", "Se", "C", "C", "N", "C", "S", "N", "C", "C", "H", "H", "H", "H", "H", "H", "H", "H", "H", "H", "H", "H", "C", "P", "C", "C", "H", "H", "H", "H", "H", "H", "H", "H", "H", "C", "Si", "C", "C", "O", "H", "H", "H", "H", "H", "H", "H", "H", "H"], "xyz": [[0.955, -0.125, 1.582], [3.818, -3.571, 2.592], [3.952, -1.243, 2.563], [2.864, -0.254, 0.333], [1.552, -0.272, 3.698], [5.531, 0.306, 3.333], [-1.368, -1.387, -3.258], [-0.543, -0.264, -2.651], [-0.735, -0.119, -1.204], [-1.462, 0.737, -0.501], [-1.286, 0.818, 1.231], [-2.353, 1.588, -1.005], [-2.914, 1.744, -2.351], [-2.288, 2.900, -3.115], [-1.216, -1.409, -4.337], [-2.434, -1.269, -3.061], [-1.060, -2.355, -2.860], [-0.730, 0.690, -3.133], [0.519, -0.474, -2.787], [-0.272, -0.818, -0.633], [-2.740, 2.205, -0.307], [-3.979, 1.927, -2.212], [-2.835, 0.803, -2.887], [-2.435, 3.839, -2.581], [-2.758, 2.995, -4.094], [-1.216, 2.761, -3.262], [0.394, 3.345, 2.672], [1.414, 2.369, 1.530], [1.153, 3.119, -0.103], [3.094, 2.868, 1.978], [0.656, 4.400, 2.583], [0.595, 3.016, 3.692], [-0.664, 3.216, 2.458], [1.387, 4.183, -0.063], [0.117, 2.997, -0.417], [1.811, 2.640, -0.829], [3.161, 3.957, 1.971], [3.817, 2.451, 1.281], [3.335, 2.496, 2.973], [0.993, -3.869, -0.390], [-0.221, -3.258, 0.876], [-1.965, -3.224, 0.220], [-0.151, -4.141, 2.500], [0.205, -1.644, 1.164], [0.780, -4.909, -0.648], [2.014, -3.818, -0.007], [0.947, -3.286, -1.314], [-2.327, -4.241, 0.051], [-2.053, -2.683, -0.725], [-2.633, -2.748, 0.941], [-0.387, -5.200, 2.370], [-0.878, -3.719, 3.196], [0.840, -4.067, 2.948]], "nbo_charge": [0.25, -0.44, 1.05, -0.19, 0.06, -0.44, -0.62, -0.22, -0.59, 0.39, -0.07, -0.56, -0.23, -0.62, 0.24, 0.21, 0.22, 0.21, 0.22, 0.43, 0.42, 0.23, 0.21, 0.22, 0.24, 0.21, -0.97, 1.13, -0.97, -0.97, 0.25, 0.26, 0.26, 0.25, 0.24, 0.25, 0.24, 0.27, 0.27, -1.15, 1.87, -1.14, -1.15, -1.01, 0.26, 0.26, 0.23, 0.26, 0.23, 0.25, 0.26, 0.25, 0.26]}


Entry 2:
{"formula": "C11H31F3IN12O6S", "method": "ωB97M-V with the def2-TZVPD basis set", "e_homo_ev": -11.008, "total_energy_ev": -69157.8515, "gap_ev": 6.12, "molar_mass_g_mol": 643.4, "charge": 1, "elements": ["C", "C", "N", "N", "C", "N", "C", "C", "C", "I", "N", "S", "O", "O", "C", "F", "F", "F", "H", "H", "H", "H", "H", "H", "H", "H", "H", "H", "H", "H", "H", "H", "H", "C", "O", "N", "N", "H", "H", "H", "H", "C", "O", "N", "N", "H", "H", "H", "H", "C", "O", "N", "N", "H", "H", "H", "H", "C", "O", "N", "N", "H", "H", "H", "H"], "xyz": [[0.012, -2.555, 5.720], [-1.285, -1.881, 5.108], [-0.815, -0.906, 4.088], [-1.521, -0.986, 2.846], [-0.542, -0.774, 1.836], [-0.457, -1.610, 0.703], [-0.294, -3.061, 1.060], [1.008, -3.722, 0.487], [1.835, -4.442, 1.620], [0.831, -6.310, 2.099], [0.291, 0.248, 1.947], [1.538, 0.589, 0.782], [0.992, 1.276, -0.390], [2.280, -0.588, 0.389], [2.789, 1.684, 1.666], [3.439, 2.423, 0.775], [2.231, 2.411, 2.665], [3.694, 0.852, 2.242], [0.583, -3.069, 4.904], [-0.215, -3.214, 6.586], [0.687, -1.726, 6.067], [-2.003, -2.643, 4.732], [-1.743, -1.308, 5.958], [-0.859, 0.054, 4.445], [-1.959, -1.895, 2.684], [-1.299, -1.505, 0.125], [-0.432, -3.241, 2.163], [-1.156, -3.601, 0.582], [1.696, -3.001, -0.003], [0.758, -4.483, -0.288], [2.869, -4.673, 1.266], [1.909, -3.808, 2.541], [0.243, 0.905, 2.736], [2.982, -4.342, -2.799], [2.306, -4.053, -1.816], [3.559, -3.401, -3.589], [3.206, -5.626, -3.178], [4.114, -3.614, -4.397], [3.413, -2.438, -3.339], [2.794, -6.350, -2.616], [3.755, -5.884, -3.977], [-4.982, 1.205, 0.646], [-5.977, 1.602, 0.077], [-3.744, 1.239, 0.081], [-5.003, 0.683, 1.904], [-2.915, 0.915, 0.541], [-3.668, 1.614, -0.849], [-5.895, 0.631, 2.365], [-4.187, 0.351, 2.383], [2.136, 3.571, -3.834], [2.498, 3.982, -4.921], [2.891, 2.708, -3.089], [0.953, 3.931, -3.266], [2.617, 2.355, -2.192], [3.772, 2.420, -3.476], [0.364, 4.568, -3.783], [0.643, 3.600, -2.372], [-2.118, 6.649, -4.323], [-1.004, 6.150, -4.303], [-2.824, 6.911, -3.188], [-2.746, 6.985, -5.479], [-3.740, 7.321, -3.183], [-2.390, 6.677, -2.314], [-2.253, 6.805, -6.337], [-3.660, 7.396, -5.520]], "nbo_charge": [-0.61, -0.25, -0.49, -0.43, 0.78, -0.67, -0.25, -0.47, -0.50, 0.06, -0.77, 2.11, -0.84, -0.82, 0.79, -0.25, -0.30, -0.28, 0.21, 0.24, 0.21, 0.21, 0.21, 0.37, 0.42, 0.43, 0.19, 0.23, 0.28, 0.26, 0.25, 0.20, 0.46, 0.79, -0.72, -0.84, -0.84, 0.40, 0.41, 0.41, 0.40, 0.77, -0.62, -0.85, -0.85, 0.36, 0.42, 0.42, 0.37, 0.77, -0.65, -0.86, -0.86, 0.38, 0.40, 0.44, 0.37, 0.78, -0.69, -0.84, -0.84, 0.39, 0.40, 0.41, 0.39]}


Entry 3:
{"formula": "C11H31N5O16S2", "method": "ωB97M-V with the def2-TZVPD basis set", "e_homo_ev": -10.797, "total_energy_ev": -73774.7644, "gap_ev": 10.67, "molar_mass_g_mol": 553.5, "relative_energy_ev": 0.0000, "elements": ["C", "C", "O", "S", "C", "O", "O", "H", "H", "H", "H", "H", "H", "H", "H", "C", "C", "O", "S", "C", "O", "O", "H", "H", "H", "H", "H", "H", "H", "H", "C", "N", "O", "O", "H", "H", "H", "C", "N", "O", "O", "H", "H", "H", "C", "N", "O", "O", "H", "H", "H", "C", "N", "O", "O", "H", "H", "H", "C", "N", "O", "O", "H", "H", "H"], "xyz": [[-3.346, 2.837, 1.768], [-3.521, 1.823, 0.635], [-2.760, 2.314, -0.574], [-2.769, 1.468, -1.848], [-3.900, 2.376, -2.942], [-1.458, 1.677, -2.406], [-3.203, 0.157, -1.654], [-3.943, 2.451, 2.673], [-3.611, 3.771, 1.375], [-2.309, 2.850, 1.951], [-3.127, 0.891, 0.912], [-4.625, 1.632, 0.335], [-4.913, 2.156, -2.690], [-3.671, 2.012, -3.958], [-3.584, 3.411, -2.776], [3.905, 5.727, 0.303], [3.196, 4.379, 0.102], [2.122, 4.300, 1.088], [1.410, 2.866, 1.319], [0.481, 2.718, -0.103], [2.453, 1.862, 1.328], [0.599, 2.906, 2.494], [3.082, 6.354, 0.602], [4.349, 6.146, -0.653], [4.650, 5.563, 1.086], [2.766, 4.205, -0.870], [3.786, 3.509, 0.147], [-0.342, 1.941, 0.161], [1.096, 2.273, -0.894], [-0.082, 3.654, -0.286], [3.806, -0.287, 0.329], [3.679, 0.234, -1.051], [4.699, 0.575, -1.597], [2.549, 0.283, -1.446], [4.516, -1.118, 0.399], [2.832, -0.481, 0.636], [4.243, 0.623, 0.888], [-1.446, -3.824, 1.652], [-1.389, -5.365, 1.895], [-0.312, -5.949, 1.950], [-2.416, -5.892, 2.225], [-1.742, -3.413, 2.614], [-2.056, -3.629, 0.816], [-0.404, -3.558, 1.445], [0.747, -0.684, 2.997], [-0.575, -0.059, 2.489], [-0.657, 0.292, 1.327], [-1.499, 0.106, 3.272], [1.405, 0.181, 3.092], [1.053, -1.407, 2.255], [0.589, -1.143, 4.001], [-0.266, -1.452, -1.700], [0.696, -2.552, -1.374], [0.992, -2.756, -0.220], [1.119, -3.094, -2.348], [-1.053, -1.894, -2.320], [0.236, -0.733, -2.325], [-0.646, -1.015, -0.717], [0.385, -6.398, -2.106], [-0.826, -5.585, -2.500], [-1.279, -5.624, -3.608], [-1.375, -4.889, -1.613], [1.102, -5.652, -1.902], [0.514, -7.094, -2.909], [0.048, -6.973, -1.171]], "nbo_charge": [-0.63, -0.05, -0.75, 2.42, -0.87, -0.97, -0.95, 0.23, 0.21, 0.23, 0.21, 0.18, 0.24, 0.26, 0.25, -0.63, -0.07, -0.73, 2.41, -0.97, -1.00, -0.93, 0.23, 0.23, 0.22, 0.18, 0.20, 0.31, 0.29, 0.27, -0.48, 0.55, -0.38, -0.40, 0.23, 0.23, 0.25, -0.48, 0.54, -0.40, -0.37, 0.23, 0.24, 0.24, -0.49, 0.55, -0.42, -0.37, 0.26, 0.24, 0.24, -0.50, 0.56, -0.42, -0.38, 0.25, 0.25, 0.24, -0.48, 0.53, -0.34, -0.45, 0.25, 0.23, 0.25]}


Entry 4:
{"formula": "C11H32BNO3", "method": "ωB97M-V with the def2-TZVPD basis set", "e_homo_ev": -10.036, "total_energy_ev": -20235.5587, "gap_ev": 10.77, "molar_mass_g_mol": 237.2, "elements": ["C", "C", "C", "O", "H", "H", "H", "H", "H", "H", "H", "H", "C", "C", "C", "O", "H", "H", "H", "H", "H", "H", "H", "H", "C", "C", "C", "O", "H", "H", "H", "H", "H", "H", "H", "H", "C", "C", "B", "N", "H", "H", "H", "H", "H", "H", "H", "H"], "xyz": [[-1.633, -7.241, -3.244], [-2.493, -6.459, -2.262], [-3.217, -7.379, -1.290], [-3.428, -5.641, -2.963], [-2.253, -7.910, -3.846], [-1.122, -6.563, -3.929], [-0.885, -7.842, -2.725], [-1.864, -5.768, -1.702], [-3.888, -8.052, -1.831], [-3.822, -6.798, -0.595], [-2.513, -7.985, -0.718], [-4.005, -6.223, -3.470], [1.970, 1.300, 2.390], [1.256, 2.637, 2.503], [1.359, 3.212, 3.906], [-0.114, 2.496, 2.122], [1.515, 0.566, 3.062], [1.889, 0.908, 1.375], [3.027, 1.389, 2.645], [1.690, 3.343, 1.795], [0.891, 2.537, 4.629], [0.842, 4.170, 3.964], [2.399, 3.362, 4.197], [-0.525, 1.876, 2.735], [2.448, 6.818, -0.750], [1.759, 6.263, 0.487], [0.819, 7.281, 1.114], [2.725, 5.821, 1.442], [3.054, 7.690, -0.488], [3.113, 6.072, -1.185], [1.722, 7.121, -1.505], [1.194, 5.370, 0.217], [1.375, 8.167, 1.433], [0.333, 6.860, 1.994], [0.049, 7.595, 0.409], [3.249, 6.584, 1.711], [-0.902, -1.194, 0.274], [-0.791, -1.411, -1.244], [-0.888, -2.928, -1.666], [0.293, -3.727, -1.608], [-0.634, -2.070, 0.855], [-1.893, -0.882, 0.580], [-0.233, -0.391, 0.561], [-1.526, -0.820, -1.775], [0.186, -1.047, -1.558], [-1.916, -3.428, -2.007], [0.278, -4.516, -2.242], [1.112, -3.160, -1.796]], "nbo_charge": [-0.63, 0.09, -0.63, -0.71, 0.20, 0.21, 0.21, 0.18, 0.20, 0.22, 0.21, 0.46, -0.63, 0.09, -0.63, -0.72, 0.20, 0.21, 0.21, 0.19, 0.19, 0.22, 0.21, 0.46, -0.63, 0.09, -0.63, -0.72, 0.20, 0.22, 0.21, 0.18, 0.20, 0.22, 0.21, 0.46, -0.59, -0.75, 0.66, -1.05, 0.20, 0.21, 0.21, 0.22, 0.20, -0.08, 0.38, 0.38]}


Entry 5:
{"formula": "C11H32N2O4", "method": "ωB97M-V with the def2-TZVPD basis set", "e_homo_ev": -8.755, "total_energy_ev": -23093.9816, "gap_ev": 9.29, "molar_mass_g_mol": 256.4, "relative_energy_ev": 0.6641, "elements": ["C", "O", "C", "C", "C", "N", "H", "H", "H", "H", "H", "H", "H", "H", "H", "H", "H", "C", "O", "C", "C", "C", "N", "H", "H", "H", "H", "H", "H", "H", "H", "H", "H", "H", "C", "C", "O", "H", "H", "H", "H", "H", "H", "C", "O", "H", "H", "H", "H"], "xyz": [[5.237, -0.193, -29.464], [6.561, 0.259, -29.370], [7.360, -0.580, -28.574], [8.762, 0.020, -28.489], [9.564, -0.214, -29.747], [9.480, -0.610, -27.352], [5.200, -1.165, -29.991], [4.653, 0.424, -30.145], [4.778, -0.388, -28.493], [6.984, -0.606, -27.536], [7.313, -1.625, -28.909], [8.677, 1.101, -28.344], [9.941, -1.229, -29.891], [10.504, 0.349, -29.654], [9.039, 0.137, -30.634], [10.423, -0.236, -27.454], [9.159, -0.253, -26.455], [4.291, 6.203, -30.271], [5.514, 5.556, -29.990], [5.662, 5.047, -28.668], [5.870, 3.529, -28.668], [6.160, 3.074, -27.241], [6.982, 3.176, -29.547], [4.018, 6.783, -29.381], [3.439, 5.561, -30.515], [4.470, 6.890, -31.096], [6.464, 5.650, -28.245], [4.734, 5.160, -28.094], [4.937, 3.040, -28.979], [6.502, 2.033, -27.210], [5.309, 3.073, -26.560], [7.021, 3.617, -26.842], [6.938, 2.171, -29.718], [6.793, 3.624, -30.441], [3.557, -1.041, -25.780], [4.899, -0.627, -25.208], [4.957, 0.790, -25.180], [3.599, -2.109, -25.999], [3.366, -0.499, -26.707], [2.718, -0.819, -25.121], [5.674, -0.930, -25.924], [5.026, -1.101, -24.230], [5.786, 1.109, -24.800], [7.683, 2.175, -23.895], [7.895, 0.857, -24.522], [6.604, 2.222, -23.836], [8.199, 2.311, -22.948], [8.148, 2.861, -24.601], [8.295, 0.278, -23.865]], "nbo_charge": [-0.25, -0.56, -0.05, -0.08, -0.62, -0.84, 0.16, 0.20, 0.17, 0.16, 0.17, 0.19, 0.21, 0.20, 0.22, 0.35, 0.37, -0.24, -0.56, -0.06, -0.07, -0.63, -0.86, 0.16, 0.16, 0.19, 0.18, 0.17, 0.16, 0.22, 0.22, 0.20, 0.38, 0.36, -0.62, -0.06, -0.75, 0.21, 0.21, 0.21, 0.16, 0.16, 0.48, -0.26, -0.76, 0.17, 0.18, 0.20, 0.47]}